[1]
Molecular formula: C17H27BrN2O2S
Method: DFT, ωB97M-V/def2-TZVPD

Structure (XYZ):
```
50
Properties=species:S:1:pos:R:3:forces:R:3:mulliken_charge:R:1
H -4.74497 0.20206 -2.86064 -0.01 0.02 -0.07 0.39
O -0.69804 1.86684 2.92386 -0.02 -0.28 -0.08 -0.70
C 2.40222 -0.92234 -0.83170 0.16 0.17 -0.41 1.72
H -5.67250 -0.19662 -1.40631 -0.06 -0.04 -0.02 0.41
H 4.56097 -0.91650 -0.73537 0.07 0.03 0.08 0.45
C -2.49969 0.69640 1.07548 -0.11 -0.19 0.11 -0.09
H 2.02034 -3.49763 2.39161 0.00 -0.18 -0.01 0.44
N 2.41110 -1.77731 0.34112 0.20 -0.14 0.07 -0.31
C 1.05352 0.69564 0.56603 0.07 -0.67 0.05 1.42
H 1.38522 -2.36478 -2.09332 0.00 -0.11 -0.03 0.37
C -3.42914 0.04768 0.28611 0.02 -0.01 0.01 -0.23
C -2.95140 1.53266 -1.50834 0.15 0.03 0.21 -0.97
H 3.01273 -2.09818 2.80083 0.10 0.05 0.02 0.47
H 3.91683 -0.36314 -2.28745 0.02 0.06 -0.18 0.37
C 1.34372 -1.29665 -1.88919 0.11 0.14 0.24 -1.67
C 2.23022 0.53973 -0.38886 -0.21 -0.10 0.15 -1.77
C 3.78703 -1.07874 -1.47990 -0.27 0.15 0.16 -1.96
Br -4.36267 -1.43726 1.01776 0.08 0.10 0.00 -0.15
C 0.04775 -2.26560 1.06967 0.23 0.19 0.00 -1.54
C -1.21318 3.33216 -1.32652 0.00 0.13 -0.09 -1.82
C 1.99812 -2.43059 2.60121 -0.11 0.25 -0.20 -1.99
C -1.79125 1.76295 0.55716 0.26 0.20 0.43 -0.03
C -3.67897 0.45358 -1.02451 0.02 -0.12 0.21 1.16
H 1.39118 -2.26184 3.48588 -0.12 -0.05 0.15 0.36
H -1.77924 3.82292 -2.11481 0.02 0.03 -0.06 0.54
H 1.17431 2.75609 0.28651 -0.02 0.24 -0.13 0.48
C -1.99749 2.20037 -0.74501 -0.04 0.04 -0.11 0.83
O -0.63327 3.93290 1.59200 0.05 -0.04 -0.16 -0.75
H 2.21561 0.15140 2.26228 0.08 0.05 0.07 0.18
S -0.56105 2.50150 1.64997 0.10 0.33 -0.19 1.17
H 0.48172 -0.04525 2.50357 0.05 -0.13 0.06 0.63
H 3.13402 0.86349 0.12845 0.10 0.05 0.03 0.31
H 0.13023 0.37899 0.05672 0.22 -0.07 0.00 -0.62
H 0.33624 -1.05094 -1.56718 -0.15 -0.01 0.01 0.21
H -0.56195 -2.30898 1.96847 -0.14 -0.02 0.11 0.47
H -0.96730 4.05390 -0.55189 0.01 0.10 -0.19 0.33
H 3.90408 -2.08164 -1.88325 0.03 -0.15 -0.08 0.44
C 1.42440 -1.65950 1.40358 -0.14 -0.05 0.41 1.76
H -4.43253 -1.30063 -1.97617 -0.04 -0.04 -0.03 0.40
H -3.13063 1.86336 -2.52138 -0.02 0.06 -0.11 0.37
H 1.54165 -0.76496 -2.81729 -0.01 0.06 -0.14 0.45
H -2.30515 0.39510 2.09266 -0.07 -0.12 0.07 0.65
C -4.68891 -0.24637 -1.87282 -0.04 -0.01 -0.06 -1.84
H -0.49039 -1.68499 0.32632 -0.12 0.04 -0.10 0.12
H 2.51767 -2.74675 0.06658 0.05 -0.01 0.00 0.44
H 2.09288 1.16880 -1.27136 0.03 0.03 -0.09 0.47
C 1.29135 -0.18156 1.78931 -0.05 -0.31 -0.30 -1.65
H 0.16693 -3.27885 0.68955 0.00 -0.11 -0.04 0.39
H -0.28575 2.95829 -1.76361 0.10 0.01 -0.07 0.25
N 0.90341 2.08076 0.98415 -0.59 0.38 0.32 -0.36
```
Forces are in eV/Å.

Results
SMILES: Cc1cc(C)c(S(=O)(=O)NC2CC(C)(C)NC(C)(C)C2)cc1Br
Relative energy (zero: lowest compared OMol25 entry of this formula, charge and spin) in kJ/mol: 0.0


[2]
Molecular formula: C40H39GeOP2PdS
Method: DFT, ωB97M-V/def2-TZVPD

Structure (XYZ):
```
85
Properties=species:S:1:pos:R:3:forces:R:3:mulliken_charge:R:1
H -2.69694 -0.76844 0.44465 0.07 -0.10 0.14 -0.41
C -3.95801 1.05046 -2.22463 -0.01 0.01 0.01 -0.53
C -2.48834 2.90749 -1.77071 0.07 0.04 -0.10 -0.57
H -3.47979 -3.04974 0.97338 -0.01 -0.01 -0.01 0.48
C -4.06956 0.63078 1.86011 0.12 0.00 -0.01 -1.23
C -4.77977 3.30866 -2.36154 0.00 -0.01 0.00 -0.53
H 2.87731 3.74271 3.17475 0.00 0.00 0.00 0.43
C 1.88989 -4.60717 2.06975 -0.03 0.04 -0.02 -0.71
H 1.11006 -0.63527 -6.62058 0.00 0.00 0.00 0.45
H -3.97452 -0.40563 2.18440 0.01 -0.02 -0.01 0.35
C -0.35538 0.55142 -5.58993 0.04 -0.04 -0.02 -0.81
C 3.25376 -0.20547 -0.17825 -0.08 0.08 -0.03 -0.45
H 5.54222 0.98385 -3.06861 0.00 0.00 0.00 0.42
C 2.79906 2.67974 3.36133 0.00 0.00 -0.02 -0.85
C -2.98304 -3.82198 -0.97321 0.01 0.01 0.00 -0.81
H -3.32446 -4.82606 -0.75933 0.00 0.00 0.01 0.41
C -0.93016 0.86666 -4.36809 0.00 -0.06 0.06 -0.96
P -1.30378 0.41778 -1.60230 -0.56 -0.82 -0.18 1.36
H 3.43851 -5.92773 2.73195 0.01 0.00 0.00 0.40
H -3.07665 3.52654 0.56051 -0.01 -0.01 0.08 0.15
H 2.52310 -1.11425 4.02604 -0.01 0.00 -0.02 0.42
C -2.11870 1.67421 4.16238 -0.09 0.03 -0.05 -1.31
C -2.01526 -2.23698 -2.50985 0.11 0.18 -0.16 -0.63
P 2.08689 -0.66448 1.15784 0.13 0.00 0.42 1.91
H 3.06294 2.86838 5.48133 0.00 -0.01 0.00 0.42
H -3.35539 4.85810 -1.93523 -0.01 0.00 0.00 0.43
H -4.34017 0.65120 0.80371 0.00 0.00 0.00 0.32
C 2.50080 0.43591 2.53063 0.03 -0.06 0.04 0.78
C -0.42850 0.30490 -3.19550 -0.11 0.35 -0.03 0.18
H 4.81716 0.48992 1.11639 -0.01 -0.01 0.00 0.47
H -3.53023 4.00446 2.19464 0.00 -0.03 0.04 0.46
C -2.75629 3.51781 1.59988 0.01 -0.08 0.11 -1.04
C -2.60878 -1.55663 -0.28829 -0.10 -0.02 0.00 0.48
H -1.51378 3.28933 -1.48593 0.00 -0.02 0.01 0.48
C 2.55551 -2.32803 1.67243 -0.05 -0.02 -0.05 0.20
H -3.01479 1.96084 4.71455 -0.01 0.01 -0.03 0.41
C 1.57197 -3.31099 1.68542 0.03 -0.05 0.00 -0.45
C 4.49976 0.35033 0.09077 0.00 0.00 -0.02 -0.50
H 2.50650 2.20249 1.29710 -0.01 -0.02 0.00 0.55
H 0.55997 -3.06567 1.38356 -0.01 0.01 0.00 0.41
C 3.86463 -2.64594 2.03596 -0.02 -0.03 0.01 -0.10
C 5.32495 0.76328 -0.94532 0.01 0.00 -0.01 -0.81
H -0.75352 0.98995 -6.49515 0.01 -0.01 -0.01 0.46
C 0.69432 -0.35841 -5.66129 -0.06 0.06 -0.02 -0.93
H -4.89583 1.06965 2.42150 0.06 0.08 0.03 0.48
H 1.12263 -5.36957 2.07580 0.01 -0.01 0.00 0.43
C 3.18879 -4.91764 2.43521 0.03 0.00 0.01 -0.49
H 6.29010 1.19706 -0.71976 0.00 0.00 -0.01 0.44
H -1.81822 0.67991 4.49581 -0.01 -0.01 -0.02 0.38
Pd 0.08505 -0.32307 0.10209 -0.07 1.25 -1.35 -0.77
C -2.06424 -1.24182 -1.53747 -0.25 -0.32 0.18 0.32
H 1.99914 -1.65192 -4.53564 0.00 0.00 0.00 0.68
C -3.06371 -2.83233 -0.00199 -0.05 -0.01 -0.08 -0.57
H -4.13496 -0.01391 -2.30824 0.02 0.00 0.01 0.45
C 1.20602 -0.91528 -4.50164 0.05 -0.05 0.07 -0.53
C 2.85758 -0.34411 -1.51418 0.00 0.01 0.09 1.24
C -3.52513 3.79301 -2.02014 0.01 0.01 -0.06 -0.51
C 4.90808 0.64180 -2.26204 -0.01 0.00 0.03 -0.94
H -1.32286 2.37354 4.42169 0.02 -0.01 -0.04 0.35
H -5.59303 3.99786 -2.54642 0.00 0.00 0.00 0.40
H -1.61734 -2.02472 -3.49509 0.02 -0.01 0.02 0.44
O 1.66339 -2.64678 -2.05878 0.09 -0.30 -0.08 -0.88
C -4.99487 1.94039 -2.46031 -0.01 0.00 0.00 -0.75
C 4.17702 -3.93812 2.41727 0.01 -0.02 0.01 -0.76
H -2.41650 -4.28115 -2.98945 0.00 0.00 0.00 0.46
C 3.67160 0.08325 -2.55039 0.02 -0.06 -0.05 -0.49
C -0.69385 1.01211 1.55797 0.04 -1.56 0.11 -1.08
C 0.67478 -0.53006 -3.27757 0.15 -0.02 -0.08 -0.45
H 4.63916 -1.88841 2.02384 -0.01 0.01 0.00 0.34
H 5.19160 -4.18630 2.69933 0.00 0.00 0.00 0.43
H -1.79264 1.51918 -4.32840 0.01 0.01 0.01 0.50
C 2.59825 -0.05189 3.83143 -0.01 -0.01 -0.02 -0.75
H -0.48882 0.23769 2.31092 0.21 0.55 0.43 0.21
C -2.69746 1.53481 -1.87910 0.19 0.20 0.13 1.13
S 1.32685 -1.25104 -1.78364 -0.05 0.19 0.49 1.49
H 3.35089 -0.00428 -3.57848 0.00 -0.01 0.01 0.46
Ge -2.44676 1.68283 2.22465 0.21 0.32 -0.25 0.72
H -1.84159 4.10563 1.68964 0.01 0.00 -0.01 0.36
H 0.10893 1.74383 1.56484 -0.18 0.26 0.29 0.84
H 2.87652 0.43667 5.89584 0.00 0.01 0.00 0.45
C -2.46921 -3.51753 -2.22493 -0.04 0.00 -0.01 -0.65
C 2.79821 0.82450 4.88894 0.01 0.04 0.02 -0.73
H -5.97311 1.56085 -2.72394 0.00 0.01 0.00 0.45
C 2.58987 1.80945 2.30506 0.03 0.05 -0.03 -0.73
C 2.90221 2.18755 4.65601 0.00 -0.03 0.02 -0.58
```
Forces are in eV/Å.

Results
Charge: +1


[3]
Molecular formula: C4H12
Method: DFT, ωB97M-V/def2-TZVPD

Structure (XYZ):
```
16
Properties=species:S:1:pos:R:3:forces:R:3:mulliken_charge:R:1
H 0.30718 0.17102 1.27569 0.05 1.84 -1.16 0.11
H -1.22253 -1.65514 -0.78380 0.06 -0.27 -0.52 0.36
H -0.68146 -1.97922 -3.35917 1.77 0.11 1.34 0.22
H 0.27467 -3.02737 -2.20313 0.58 0.77 -0.89 0.24
H 0.39376 -1.04353 -0.45923 -0.61 -0.79 -1.45 0.14
C -0.35871 -1.23248 -1.30892 1.21 0.24 1.66 -0.80
H -1.29472 1.71855 2.21656 -1.36 -0.57 0.15 0.30
H 1.60562 1.39080 1.35457 -0.50 -0.37 0.85 0.30
H -0.26585 2.86723 2.75798 0.75 0.48 -0.62 0.33
C -0.27626 1.81231 2.48947 -0.21 1.78 -1.50 -1.08
C 0.16888 -1.96678 -2.54928 -3.06 -1.34 0.57 -0.80
H -0.60439 -0.23922 -1.56287 -0.62 1.31 -0.40 0.33
H -0.09729 1.38854 3.42830 0.46 -1.50 1.08 0.33
H 1.04758 -1.48059 -2.90883 0.66 -0.11 -0.40 0.30
H 0.51005 1.97144 0.34870 -1.52 -1.32 0.60 0.32
C 0.49346 1.30443 1.26395 2.32 -0.26 0.71 -0.61
```
Forces are in eV/Å.

Results
SMILES: CC.CC
Relative energy (zero: lowest compared OMol25 entry of this formula, charge and spin) in kJ/mol: 114.2


no.,LUMO energy (eV),HOMO energy (eV),total energy (eV)
1,0.5,-8.729,-106020.8670
2,-2.8,-10.812,-133563.5985
3,1.1,-11.186,-4341.3442